Entry 1:
Here is C64H82F3N4O5STi as an isolated structure at a distorted geometry from OMol25. Energies are from ωB97M-V/def2-TZVPD.

Computed properties:
Energy = -126000.2872 eV
Orbital gap = 7.770 eV
Energy above the lowest of the compared OMol25 structures with the same formula, charge and spin = 0.612 eV
Net charge = +1
Spin multiplicity = 1

Element x y z (Å)
1 Ti 0.430 0.338 -0.546
2 C 1.333 2.919 1.276
3 O 0.499 1.784 0.972
4 C -0.599 1.647 1.863
5 C -0.442 0.835 2.971
6 C 0.821 0.049 3.221
7 C 0.828 -1.352 2.626
8 C 1.486 -2.360 3.333
9 C 1.439 -3.690 2.950
10 C 0.608 -4.009 1.871
11 C -0.068 -3.052 1.133
12 C -1.183 -3.491 0.195
13 C -1.116 -3.120 -1.267
14 C -0.431 -3.918 -2.174
15 C -0.346 -3.587 -3.523
16 C -0.900 -2.375 -3.914
17 C -1.606 -1.550 -3.046
18 C -2.105 -0.229 -3.604
19 C -2.805 0.719 -2.672
20 C -4.172 0.943 -2.780
21 C -4.855 1.795 -1.920
22 C -4.104 2.457 -0.954
23 C -2.732 2.279 -0.814
24 C -1.997 3.050 0.265
25 C -1.797 2.261 1.540
26 C -2.859 2.088 2.417
27 C -2.754 1.315 3.569
28 C -1.533 0.697 3.822
29 C -3.963 1.171 4.491
30 C -3.679 0.248 5.675
31 C -4.342 2.557 5.031
32 C -5.142 0.590 3.698
33 C -2.101 1.389 -1.680
34 O -0.750 1.161 -1.568
35 C -6.363 2.021 -1.994
36 C -6.650 3.511 -2.225
37 C -7.000 1.578 -0.669
38 C -7.009 1.224 -3.127
39 C -1.772 -1.979 -1.731
40 O -2.573 -1.263 -0.861
41 C -3.937 -1.660 -0.911
42 C 0.298 -4.492 -4.573
43 C 0.789 -5.809 -3.974
44 C -0.744 -4.815 -5.655
45 C 1.488 -3.775 -5.223
46 C 0.163 -1.710 1.462
47 O -0.307 -0.721 0.624
48 C 2.245 -4.774 3.663
49 C 1.391 -6.023 3.909
50 C 3.434 -5.145 2.766
51 C 2.782 -4.291 5.012
52 H 1.876 2.721 2.199
53 H 0.697 3.797 1.391
54 H 2.021 3.044 0.450
55 H 0.911 -0.085 4.300
56 H 1.708 0.596 2.898
57 H 2.027 -2.069 4.223
58 H 0.434 -5.049 1.618
59 H -2.106 -3.089 0.614
60 H -1.249 -4.577 0.276
61 H 0.027 -4.828 -1.808
62 H -0.798 -2.050 -4.944
63 H -2.763 -0.432 -4.452
64 H -1.224 0.275 -4.015
65 H -4.704 0.418 -3.563
66 H -4.594 3.150 -0.279
67 H -2.592 3.934 0.502
68 H -1.040 3.411 -0.104
69 H -3.799 2.569 2.174
70 H -1.414 0.058 4.688
71 H -2.885 0.639 6.313
72 H -3.401 -0.756 5.348
73 H -4.579 0.159 6.286
74 H -3.501 3.013 5.558
75 H -5.177 2.472 5.730
76 H -4.644 3.232 4.229
77 H -4.905 -0.411 3.330
78 H -5.403 1.211 2.840
79 H -6.022 0.518 4.338
80 H -6.285 4.125 -1.401
81 H -7.726 3.676 -2.312
82 H -6.176 3.859 -3.144
83 H -6.584 2.124 0.179
84 H -6.836 0.512 -0.497
85 H -8.076 1.758 -0.689
86 H -6.632 1.533 -4.104
87 H -8.087 1.392 -3.119
88 H -6.844 0.151 -3.015
89 H -4.350 -1.521 -1.914
90 H -4.473 -1.024 -0.209
91 H -4.052 -2.710 -0.625
92 H -0.025 -6.364 -3.503
93 H 1.575 -5.648 -3.234
94 H 1.205 -6.435 -4.765
95 H -1.645 -5.244 -5.213
96 H -0.335 -5.535 -6.365
97 H -1.034 -3.924 -6.214
98 H 2.270 -3.580 -4.489
99 H 1.188 -2.822 -5.663
100 H 1.912 -4.394 -6.017
101 H 1.079 -6.500 2.979
102 H 0.496 -5.782 4.485
103 H 1.968 -6.760 4.470
104 H 3.088 -5.565 1.820
105 H 4.066 -5.888 3.257
106 H 4.042 -4.266 2.540
107 H 1.979 -3.940 5.663
108 H 3.511 -3.487 4.895
109 H 3.287 -5.116 5.517
110 C 0.342 4.001 -2.434
111 N 1.455 3.455 -3.184
112 C 1.698 4.091 -4.475
113 C 3.109 3.822 -4.947
114 C 3.362 2.334 -4.876
115 N 3.096 1.845 -3.529
116 C 3.795 0.623 -3.158
117 C 2.114 2.356 -2.751
118 O 1.870 1.837 -1.626
119 H 0.574 5.012 -2.089
120 H 0.138 3.359 -1.592
121 H -0.549 4.042 -3.065
122 H 1.532 5.161 -4.347
123 H 0.965 3.732 -5.205
124 H 3.820 4.344 -4.303
125 H 3.245 4.188 -5.964
126 H 4.400 2.100 -5.111
127 H 2.735 1.797 -5.597
128 H 4.869 0.813 -3.098
129 H 3.616 -0.137 -3.922
130 H 3.431 0.244 -2.209
131 F 6.259 -6.600 -3.479
132 C 5.962 -6.363 -2.189
133 F 7.124 -6.083 -1.569
134 F 5.500 -7.507 -1.666
135 C 4.978 -5.235 -2.049
136 C 5.173 -4.079 -2.793
137 C 4.288 -3.026 -2.669
138 C 3.194 -3.119 -1.803
139 C 3.023 -4.277 -1.046
140 C 3.911 -5.332 -1.170
141 C 2.265 -2.037 -1.676
142 C 1.514 -1.100 -1.490
143 H 6.012 -4.009 -3.474
144 H 4.431 -2.128 -3.254
145 H 2.190 -4.334 -0.357
146 H 3.771 -6.234 -0.590
147 C 6.095 0.263 2.404
148 N 5.736 1.229 1.379
149 C 4.575 1.248 0.707
150 S 3.368 0.083 0.922
151 N 4.408 2.241 -0.185
152 C 5.418 3.204 -0.565
153 H 6.005 0.699 3.399
154 H 7.120 -0.068 2.248
155 H 5.428 -0.590 2.329
156 H 6.396 1.967 1.200
157 H 3.550 2.170 -0.717
158 H 6.316 2.721 -0.961
159 H 5.702 3.850 0.269
160 H 5.005 3.841 -1.345

Mulliken population analysis, charges in e, atoms 1 to 5: atom 1 (Ti): -0.784, atom 2 (C): -0.937, atom 3 (O): 1.234, atom 4 (C): -0.476, atom 5 (C): -0.110

=====

Entry 2:
Here is a 8-piece molecular cluster, C65H139N7O9 overall at a distorted geometry from OMol25. Energies are from ωB97M-V/def2-TZVPD.

Computed properties:
Energy = -98508.7022 eV
Orbital gap = 8.761 eV
Energy above the lowest of the compared OMol25 structures with the same formula, charge and spin = 0.493 eV
Spin multiplicity = 1
SMILES string = CC1(C)CCCC(C)(C)N1O.CC1(C)CCCC(C)(C)N1O.CC1(C)CCCC(C)(C)N1O.CC1(C)CCCC(C)(C)N1O.CC1(C)CCCC(C)(C)N1O.CC1(C)CCCC(C)(C)N1O.CC1(C)CCCC(C)(C)N1O.OCCO

Element x y z (Å)
1 C -0.534 3.217 -3.039
2 C 0.405 4.307 -2.436
3 C -0.484 5.229 -1.601
4 C 0.303 6.281 -0.837
5 C 1.242 5.538 0.146
6 C 2.099 4.430 -0.512
7 N 1.295 3.568 -1.488
8 O 2.229 2.857 -2.271
9 C 3.265 5.056 -1.290
10 C 2.639 3.569 0.675
11 C 1.068 5.100 -3.533
12 H -1.381 3.680 -3.507
13 H -0.831 2.512 -2.237
14 H 0.004 2.604 -3.809
15 H -1.121 5.701 -2.397
16 H -1.159 4.657 -0.977
17 H -0.405 6.906 -0.268
18 H 0.902 6.951 -1.449
19 H 0.764 5.150 1.073
20 H 1.898 6.302 0.537
21 H 4.054 5.300 -0.570
22 H 3.701 4.278 -1.881
23 H 2.932 5.899 -1.895
24 H 3.139 2.605 0.439
25 H 3.285 4.170 1.332
26 H 1.774 3.329 1.318
27 H 1.939 4.542 -3.922
28 H 1.453 6.037 -3.134
29 H 0.317 5.439 -4.273
30 H 1.980 1.951 -1.994
31 C 4.735 -2.000 -0.290
32 C 4.782 -1.676 -1.744
33 C 6.085 -2.308 -2.236
34 C 6.305 -2.275 -3.705
35 C 5.114 -2.990 -4.320
36 C 3.794 -2.392 -3.862
37 N 3.768 -2.411 -2.418
38 O 2.523 -1.966 -1.912
39 C 3.479 -1.062 -4.560
40 C 2.765 -3.344 -4.376
41 C 4.684 -0.130 -1.885
42 H 4.774 -3.049 0.017
43 H 3.861 -1.547 0.156
44 H 5.595 -1.553 0.244
45 H 6.855 -1.714 -1.769
46 H 6.227 -3.286 -1.857
47 H 7.258 -2.671 -3.985
48 H 6.345 -1.241 -4.038
49 H 5.127 -4.049 -3.881
50 H 4.976 -3.027 -5.366
51 H 4.329 -0.399 -4.711
52 H 3.166 -1.360 -5.533
53 H 2.692 -0.462 -4.113
54 H 1.748 -3.181 -4.126
55 H 2.832 -3.430 -5.473
56 H 3.057 -4.292 -3.989
57 H 5.552 0.226 -1.278
58 H 3.780 0.295 -1.491
59 H 4.904 0.214 -2.886
60 H 1.969 -2.780 -1.863
61 C -0.485 -1.312 -4.996
62 C -1.940 -0.804 -4.813
63 C -2.572 -0.486 -6.194
64 C -2.927 -1.779 -6.847
65 C -3.872 -2.614 -5.913
66 C -3.237 -2.997 -4.548
67 N -2.822 -1.677 -4.000
68 O -2.176 -1.957 -2.795
69 C -4.347 -3.468 -3.632
70 C -2.183 -4.000 -4.679
71 C -1.830 0.486 -4.025
72 H -0.203 -1.951 -4.159
73 H 0.237 -0.481 -4.972
74 H -0.361 -1.850 -5.903
75 H -3.482 0.128 -6.029
76 H -1.881 0.119 -6.821
77 H -2.067 -2.349 -7.098
78 H -3.370 -1.533 -7.815
79 H -4.275 -3.526 -6.361
80 H -4.823 -2.134 -5.611
81 H -4.930 -4.239 -4.134
82 H -3.956 -3.894 -2.723
83 H -4.960 -2.564 -3.473
84 H -1.548 -3.764 -5.524
85 H -1.572 -3.984 -3.773
86 H -2.544 -4.987 -4.740
87 H -2.814 0.945 -3.881
88 H -1.254 1.174 -4.675
89 H -1.286 0.364 -3.087
90 H -2.400 -1.328 -2.113
91 C -5.413 1.909 -2.334
92 C -4.707 2.383 -0.993
93 C -5.717 2.846 0.099
94 C -6.378 1.679 0.763
95 C -5.383 0.701 1.430
96 C -4.335 0.190 0.480
97 N -3.820 1.370 -0.246
98 O -2.796 1.085 -1.108
99 C -3.158 -0.227 1.331
100 C -4.872 -0.944 -0.345
101 C -3.837 3.573 -1.320
102 H -5.665 2.765 -2.938
103 H -6.260 1.243 -2.076
104 H -4.696 1.236 -2.900
105 H -5.111 3.487 0.833
106 H -6.574 3.364 -0.393
107 H -6.984 1.209 0.003
108 H -7.122 2.020 1.525
109 H -5.965 -0.190 1.771
110 H -5.021 1.199 2.357
111 H -2.359 -0.732 0.791
112 H -2.771 0.629 1.868
113 H -3.466 -0.848 2.146
114 H -4.138 -1.197 -1.119
115 H -5.011 -1.893 0.191
116 H -5.786 -0.664 -0.890
117 H -4.461 4.467 -1.520
118 H -3.192 3.457 -2.221
119 H -3.138 3.805 -0.459
120 H -2.084 1.680 -0.826
121 C -2.157 -3.491 0.351
122 C -1.045 -4.482 0.690
123 C -1.706 -5.726 1.332
124 C -0.651 -6.809 1.552
125 C 0.038 -7.041 0.255
126 C 0.753 -5.774 -0.350
127 N -0.418 -4.841 -0.553
128 O 0.003 -3.671 -1.227
129 C 2.037 -5.253 0.283
130 C 1.161 -6.258 -1.737
131 C -0.119 -3.707 1.665
132 H -1.814 -2.480 0.264
133 H -2.917 -3.409 1.166
134 H -2.695 -3.627 -0.583
135 H -2.038 -5.330 2.283
136 H -2.529 -6.051 0.665
137 H -1.060 -7.696 2.029
138 H 0.020 -6.447 2.326
139 H -0.707 -7.475 -0.459
140 H 0.817 -7.787 0.437
141 H 2.776 -6.054 0.290
142 H 2.293 -4.337 -0.240
143 H 1.930 -4.951 1.300
144 H 1.821 -7.152 -1.699
145 H 0.269 -6.453 -2.326
146 H 1.735 -5.481 -2.288
147 H -0.798 -3.029 2.198
148 H 0.542 -3.029 1.052
149 H 0.385 -4.436 2.391
150 H -0.735 -3.525 -1.792
151 C -1.945 1.589 4.306
152 C -1.450 3.032 4.118
153 C -2.073 3.679 2.862
154 C -1.764 5.198 2.755
155 C -2.214 5.847 4.093
156 C -1.595 5.266 5.375
157 N -1.834 3.782 5.385
158 O -1.191 3.170 6.477
159 C -0.131 5.693 5.350
160 C -2.247 5.832 6.658
161 C 0.051 2.985 3.828
162 H -3.039 1.415 4.140
163 H -1.879 1.393 5.390
164 H -1.357 0.812 3.816
165 H -1.653 3.181 1.971
166 H -3.149 3.441 2.821
167 H -2.351 5.651 1.962
168 H -0.714 5.355 2.569
169 H -3.272 5.811 4.185
170 H -2.038 6.937 4.007
171 H 0.255 6.159 4.414
172 H 0.000 6.413 6.156
173 H 0.572 4.907 5.657
174 H -3.289 5.608 6.624
175 H -1.878 5.209 7.490
176 H -2.090 6.927 6.788
177 H 0.490 3.939 3.497
178 H 0.109 2.230 3.025
179 H 0.671 2.597 4.600
180 H -0.324 3.540 6.424
181 C 2.085 -2.704 6.809
182 C 2.434 -2.305 5.382
183 C 1.114 -1.904 4.646
184 C 1.312 -1.276 3.328
185 C 2.215 -0.033 3.476
186 C 3.581 -0.319 4.278
187 N 3.210 -1.072 5.476
188 O 4.489 -1.425 6.189
189 C 4.587 -0.852 3.324
190 C 4.046 1.102 4.748
191 C 3.128 -3.385 4.603
192 H 1.369 -3.548 6.762
193 H 1.623 -1.811 7.225
194 H 2.903 -3.033 7.475
195 H 0.561 -2.862 4.543
196 H 0.573 -1.178 5.280
197 H 0.315 -1.006 2.991
198 H 1.722 -1.953 2.616
199 H 1.652 0.756 3.999
200 H 2.554 0.184 2.444
201 H 4.257 -1.497 2.488
202 H 5.161 -0.023 2.857
203 H 5.314 -1.472 3.890
204 H 4.111 1.807 3.888
205 H 3.290 1.491 5.435
206 H 5.029 1.100 5.204
207 H 3.348 -3.245 3.521
208 H 2.487 -4.228 4.734
209 H 4.069 -3.671 5.076
210 H 4.716 -0.614 6.692
211 C 0.391 0.037 -0.627
212 C 0.414 0.976 0.529
213 O -0.348 2.147 0.379
214 O 1.154 0.418 -1.754
215 H -0.675 -0.022 -0.933
216 H 0.697 -0.966 -0.322
217 H 1.446 1.258 0.656
218 H 0.105 0.451 1.417
219 H 0.121 2.711 -0.287
220 H 1.822 -0.278 -1.974

Mulliken population analysis, charges in e, atoms 1 to 5: atom 1 (C): -1.746, atom 2 (C): 1.244, atom 3 (C): -0.492, atom 4 (C): -1.149, atom 5 (C): -0.575

=====

> spin multiplicity of number 1 (C64H82F3N4O5STi)?

1

=====

> energy above the lowest of the compared OMol25 structures with the same formula, charge and spin of number 1 (C64H82F3N4O5STi)?

0.612 eV

=====

> The highest energy belongs to which entry?

C65H139N7O9